{
  "formula": "C28H78N2O12",
  "method": "wB97M-V/def2-TZVPD",
  "fmax_ev_per_a": 3.41,
  "total_charge": 0,
  "smiles": "COCCNCCOC.COCCNCCOC.CC(C)O.CC(C)O.CC(C)O.CC(C)O.CO.CO.CO.CO",
  "energy_ev": -57844.3789,
  "de_lowest_kj_mol": 224.3,
  "lumo_energy_ev": 0.231,
  "orbital_gap_ev": 8.7,
  "homo_ha": -0.309,
  "species": ["C", "O", "H", "H", "H", "H", "C", "O", "H", "H", "H", "H", "C", "O", "H", "H", "H", "H", "C", "O", "H", "H", "H", "H", "C", "O", "C", "C", "N", "C", "C", "O", "C", "H", "H", "H", "H", "H", "H", "H", "H", "H", "H", "H", "H", "H", "H", "H", "C", "O", "C", "C", "N", "C", "C", "O", "C", "H", "H", "H", "H", "H", "H", "H", "H", "H", "H", "H", "H", "H", "H", "H", "C", "C", "C", "O", "H", "H", "H", "H", "H", "H", "H", "H", "C", "C", "C", "O", "H", "H", "H", "H", "H", "H", "H", "H", "C", "C", "C", "O", "H", "H", "H", "H", "H", "H", "H", "H", "C", "C", "C", "O", "H", "H", "H", "H", "H", "H", "H", "H"],
  "xyz": [[-2.442714, -3.819509, -1.005924], [-2.527224, -2.907801, -2.092369], [-3.000141, -4.753027, -1.110819], [-1.397855, -4.130271, -0.965835], [-2.669345, -3.459734, 0.000758], [-3.437777, -2.618806, -2.198079], [-0.627508, 3.625416, -2.282004], [0.755457, 3.701684, -2.070781], [-1.240045, 3.486623, -1.392150], [-1.005136, 4.443817, -2.900554], [-0.884730, 2.757955, -2.903525], [1.086724, 4.012367, -2.917902], [-3.613274, 0.511086, 1.307424], [-4.070939, 0.252089, 2.633896], [-3.368392, -0.402584, 0.769397], [-4.493220, 1.003062, 0.885816], [-2.741322, 1.160853, 1.208272], [-4.442727, 1.059911, 2.994718], [1.879741, -2.934255, -2.373559], [0.643211, -3.502907, -2.787103], [2.542096, -3.767862, -2.603346], [2.183498, -2.153947, -3.075178], [1.805148, -2.498879, -1.377000], [-0.121386, -2.920173, -2.775970], [0.239750, 6.483073, 8.771700], [0.972816, 6.137954, 7.617136], [1.128339, 7.129006, 6.626103], [2.146790, 6.584926, 5.645535], [1.737631, 5.299539, 5.039261], [2.838239, 4.576987, 4.420768], [2.307419, 3.511092, 3.416290], [1.743570, 2.481825, 4.206417], [0.951240, 1.611602, 3.381527], [0.787377, 7.210372, 9.375235], [0.066309, 5.637909, 9.438737], [-0.773816, 6.802727, 8.514289], [1.463096, 8.083011, 7.044222], [0.131162, 7.301915, 6.208459], [3.077896, 6.409566, 6.195756], [2.382031, 7.279807, 4.837917], [1.191040, 4.772675, 5.704817], [3.510362, 4.149976, 5.170251], [3.410831, 5.294289, 3.828478], [3.117660, 3.099731, 2.806720], [1.583372, 3.984511, 2.748870], [1.451794, 1.386749, 2.437075], [0.043606, 2.123100, 3.049224], [0.675553, 0.709840, 3.921619], [-4.210938, -6.851829, -7.128130], [-4.425416, -5.635524, -6.441741], [-4.068553, -4.507170, -7.203029], [-4.465865, -3.145064, -6.576531], [-4.274602, -1.978580, -7.458504], [-2.890094, -1.633604, -7.868260], [-2.186254, -0.930267, -6.743610], [-2.708590, 0.362724, -6.389857], [-2.210413, 0.888578, -5.194062], [-3.186164, -6.902819, -7.507054], [-4.873184, -6.867580, -7.998695], [-4.397598, -7.720524, -6.501709], [-4.427281, -4.593032, -8.235542], [-2.994934, -4.502492, -7.433934], [-4.028098, -2.954764, -5.593823], [-5.548336, -3.215740, -6.458037], [-4.442740, -1.161634, -6.880624], [-2.968500, -1.108818, -8.820598], [-2.340566, -2.552617, -8.080900], [-1.116845, -0.819923, -6.946416], [-2.275735, -1.552070, -5.848071], [-2.721764, 1.770275, -4.806447], [-1.218593, 1.353570, -5.285481], [-2.033515, 0.149716, -4.407797], [3.165117, -1.455219, 2.630546], [3.420833, -2.921599, 2.785340], [3.934224, -3.211616, 4.260311], [2.306039, -3.739647, 2.549551], [4.082695, -0.877696, 2.743462], [2.346692, -1.096546, 3.250928], [2.903290, -1.345575, 1.573696], [4.257810, -3.290370, 2.190550], [3.911049, -4.295776, 4.363651], [3.323632, -2.696242, 5.003636], [4.953406, -2.843565, 4.383142], [1.744304, -3.596527, 3.319837], [3.983590, 1.913051, -2.846471], [4.358312, 0.431744, -3.213333], [4.611381, -0.526988, -2.051086], [3.237689, -0.141131, -3.860683], [4.817602, 2.405292, -2.343053], [3.054972, 1.973785, -2.278667], [3.807962, 2.564697, -3.706724], [5.264407, 0.357916, -3.821401], [3.709758, -0.559865, -1.437752], [5.413792, -0.132935, -1.424866], [4.885150, -1.510877, -2.426053], [3.084967, 0.389932, -4.649348], [0.110180, -0.975245, 0.820716], [0.456892, 0.139583, -0.153632], [-0.105265, -0.142407, -1.557686], [-0.118135, 1.324331, 0.323663], [0.439925, -1.971739, 0.532129], [-0.979714, -0.985425, 0.915711], [0.430586, -0.727762, 1.832383], [1.546529, 0.246883, -0.136837], [-0.341575, -1.206711, -1.579437], [0.685380, 0.132143, -2.259314], [-1.008107, 0.369836, -1.888569], [0.153179, 2.091637, -0.188538], [-1.592756, -0.429789, 5.816146], [-1.485958, -0.950837, 4.381712], [-0.535581, -2.092055, 4.152774], [-2.758101, -1.600256, 4.170213], [-1.718314, -1.320917, 6.429966], [-2.361517, 0.316159, 6.020108], [-0.712649, 0.122544, 6.162778], [-1.369010, -0.162721, 3.634952], [-0.601822, -2.901686, 4.879647], [0.499476, -1.743076, 4.137360], [-0.829899, -2.491616, 3.182755], [-3.364026, -0.933241, 3.810000]],
  "forces_ev_per_a": [[0.924, -0.856, 0.395], [-0.267, 0.003, 0.369], [-0.315, 0.164, -0.501], [0.044, 0.067, -0.069], [-0.240, 0.697, -0.217], [-0.021, -0.032, 0.007], [-1.324, -0.750, -1.308], [0.106, 0.172, 0.241], [0.489, 0.432, 0.341], [-0.021, 0.437, 0.509], [0.179, -0.309, 0.070], [0.496, -0.050, 0.182], [-0.958, 0.727, -0.222], [0.660, -0.378, 0.415], [-0.308, -0.216, 0.333], [0.412, -0.047, -0.992], [0.050, 0.064, 0.456], [0.034, 0.056, -0.047], [-0.791, 0.182, -1.578], [-0.577, -0.586, -0.047], [0.514, 0.160, 1.091], [-0.026, 0.250, 0.176], [0.539, -0.486, 0.247], [0.228, 0.378, 0.130], [-0.194, 0.137, -0.074], [0.283, -0.854, 0.752], [-0.491, -0.138, 0.087], [0.149, -1.093, -0.304], [-0.434, 1.068, -0.182], [-0.758, -0.150, -0.785], [0.686, 0.568, 1.526], [-0.697, -0.701, -0.768], [0.100, 0.853, -0.051], [-0.201, 0.392, -0.124], [0.466, -0.438, -0.425], [0.056, 0.527, -0.060], [0.207, 0.005, 0.116], [0.083, 0.110, -0.501], [0.142, 0.287, 0.254], [-0.189, 0.233, 0.074], [0.324, -0.329, 0.017], [0.143, -0.327, -0.107], [0.082, 0.101, 0.055], [0.157, 0.011, -0.048], [-0.218, -0.009, 0.083], [0.347, -0.323, 0.152], [-0.203, 0.058, 0.231], [0.241, 0.056, 0.141], [0.098, 0.605, -0.702], [-0.154, 0.336, 0.713], [1.118, 0.635, -0.868], [-0.635, -0.539, -0.407], [0.549, 0.198, -0.218], [-0.813, -0.817, 0.044], [1.114, 0.690, 0.844], [-0.788, -0.141, -0.547], [1.580, 0.458, 0.470], [0.144, -0.074, 0.071], [-0.075, -0.281, -0.081], [-0.127, 0.295, 0.267], [-0.881, 0.196, 0.073], [0.382, -0.190, 0.630], [0.220, -0.575, 0.136], [-0.034, 0.101, 0.354], [-1.056, -0.062, -0.023], [0.254, 0.411, 0.212], [0.161, 0.074, 0.035], [0.120, -0.022, -0.106], [0.107, -0.230, 0.040], [-1.083, -0.498, -0.267], [0.421, -0.356, -0.673], [-0.591, -0.230, 0.065], [0.139, -0.047, -1.704], [1.613, -0.633, 2.932], [-0.183, 0.230, -1.285], [-0.427, 0.148, -0.245], [-0.078, 0.051, 0.435], [0.170, 0.069, 0.107], [-0.357, 0.450, 0.047], [-0.337, 0.210, -0.622], [0.060, 0.050, 0.406], [-0.210, -0.211, 0.038], [0.043, -0.072, -0.001], [-0.341, -0.194, -0.169], [0.846, -0.596, -0.141], [-0.473, 0.357, 0.765], [-0.017, 1.198, 0.391], [-0.118, 0.054, -0.894], [-0.138, -0.093, 0.405], [0.188, -0.262, 0.358], [0.070, -0.443, -0.455], [-0.114, 0.455, -0.403], [-0.013, -0.293, 0.028], [0.096, -0.147, 0.019], [-0.133, 0.002, 0.033], [-0.225, -0.156, -0.094], [-0.982, 0.652, 0.460], [-0.456, -0.383, -0.367], [1.109, -0.631, -0.131], [-0.560, 0.940, 1.175], [0.222, 0.128, -0.055], [-0.129, -0.239, -0.205], [0.415, -0.124, -0.100], [0.114, -0.011, -0.463], [0.157, -0.018, -0.544], [-0.145, -0.406, -0.405], [-0.068, 0.321, 0.714], [0.265, -0.171, -0.198], [1.329, 0.442, 0.160], [-1.963, -0.569, 0.914], [0.833, 0.290, -0.249], [-0.269, 0.288, -0.440], [-0.180, 0.223, 0.260], [-0.542, -0.419, -0.490], [0.427, -0.374, -0.111], [0.213, 0.061, 0.020], [-0.299, 0.199, 0.205], [0.077, -0.093, -0.101], [0.398, -0.147, -0.058], [0.034, -0.189, -0.046]],
  "lowdin_charge": [-0.158, -0.123, 0.078, 0.072, 0.073, 0.075, -0.176, -0.107, 0.083, 0.084, 0.061, 0.082, -0.116, -0.131, 0.077, 0.083, 0.070, 0.093, -0.147, -0.136, 0.089, 0.053, 0.064, 0.032, -0.108, -0.207, -0.227, -0.205, -0.066, -0.203, -0.225, -0.184, -0.098, 0.087, 0.084, 0.086, 0.120, 0.123, 0.115, 0.115, 0.103, 0.118, 0.113, 0.116, 0.119, 0.070, 0.090, 0.062, -0.111, -0.181, -0.240, -0.184, -0.065, -0.190, -0.210, -0.178, -0.139, 0.086, 0.086, 0.087, 0.122, 0.106, 0.105, 0.116, 0.088, 0.117, 0.108, 0.126, 0.112, 0.084, 0.077, 0.078, -0.061, -0.496, -0.050, -0.040, 0.090, 0.055, 0.068, 0.135, 0.074, 0.072, 0.071, 0.070, -0.039, -0.469, -0.053, -0.077, 0.075, 0.061, 0.068, 0.129, 0.064, 0.080, 0.085, 0.091, -0.043, -0.472, -0.024, -0.059, 0.084, 0.076, 0.045, 0.125, 0.047, 0.074, 0.073, 0.068, -0.049, -0.481, -0.063, -0.089, 0.082, 0.075, 0.071, 0.114, 0.092, 0.053, 0.082, 0.040]
}